1.
The following is a DFT calculation (ωB97M-V/def2-TZVPD) of a 2-piece molecular cluster, C4H12OS2 overall.

XYZ file:
```
19
Properties=species:S:1:pos:R:3:forces:R:3:nbo_charge:R:1
C 1.33739 -1.02059 -0.68989 -0.1 -0.3 0.3 -0.060
O 0.91706 -2.09314 0.15659 -0.1 0.6 0.3 -0.702
C 2.09500 -1.60893 -1.85488 -0.1 0.2 -0.1 -0.627
H 0.44100 -0.47486 -1.03045 0.1 0.1 -0.2 0.122
H 1.98090 -0.32968 -0.12396 0.0 0.0 0.0 0.147
H 0.58978 -1.70074 0.98218 0.2 -0.4 -0.3 0.456
H 1.44458 -2.28419 -2.41002 0.1 0.0 0.0 0.230
H 2.43625 -0.81800 -2.52765 0.0 -0.1 0.0 0.212
H 2.96672 -2.15602 -1.50223 0.0 0.0 0.0 0.234
C -2.41001 0.62490 1.92783 0.3 -0.1 0.4 -0.639
C -1.69983 1.19399 0.70561 -0.7 0.2 0.6 -0.580
S 0.00320 1.67090 1.07628 0.0 0.0 -1.2 0.647
S 0.39699 2.93696 -0.50630 -0.6 -0.5 0.5 0.079
H -2.33629 1.30816 2.77484 -0.1 0.0 0.0 0.234
H -1.99830 -0.33588 2.24087 0.0 0.0 -0.1 0.234
H -3.46633 0.47633 1.70879 0.0 0.0 -0.1 0.265
H -2.21488 2.08720 0.34393 0.1 0.0 -0.2 0.271
H -1.66397 0.46526 -0.11489 0.3 0.2 0.0 0.284
H 1.18074 2.05834 -1.15666 0.5 0.0 0.2 0.193
```
Positions in Å, forces in eV/Å.

Its HOMO energy (spin up / spin down) is -0.5080 / -0.5078 hartree. The LUMO energy (spin up / spin down) comes out at -0.188 / -0.328 Ha. The total energy is -28051.3714 eV. The HOMO-LUMO gap (spin up / spin down) is 8.701 / 4.901 eV. The net charge is +1. Its expectation value of S² is 0.754. The calculation puts the energy above the lowest of the compared OMol25 structures with the same formula, charge and spin at 117.36 kJ/mol. Its spin multiplicity is 2.


2.
The following is a DFT calculation (ωB97M-V/def2-TZVPD) of a 9-piece molecular cluster, C46H87F3N2O12 overall.

XYZ file:
```
150
Properties=species:S:1:pos:R:3:forces:R:3:mulliken_charge:R:1
N 5.75823 -0.82058 1.96875 0.0 0.2 -0.1 -0.778
C 5.85072 -0.46120 0.53407 0.1 -0.2 0.3 0.143
C 4.85323 -1.29290 -0.28546 -0.2 0.2 0.0 -0.875
C 3.77241 -0.46165 -0.99316 0.1 -0.3 0.2 0.994
C 4.34029 0.34124 -2.16697 -0.2 0.2 0.0 -0.818
C 3.54685 1.57736 -2.64521 -0.5 -0.5 0.1 -1.867
C 3.04276 2.57500 -1.55689 -0.3 -0.2 -0.7 1.708
C 1.60104 2.20109 -1.20910 0.1 0.4 0.6 -1.235
C 0.97123 2.85126 0.05170 -0.1 -0.5 -0.4 -0.507
C 0.29832 1.81220 0.90809 0.0 -0.3 0.3 0.638
F 1.16828 0.88072 1.34875 0.0 0.1 -0.1 -0.232
F -0.67539 1.14318 0.25754 0.0 0.1 -0.1 -0.301
F -0.26779 2.35616 2.00553 0.0 0.1 -0.2 -0.274
O 3.95484 2.58490 -0.42995 0.3 -0.2 -0.2 -0.415
C 5.07394 3.20314 -0.90952 0.3 0.1 0.0 0.151
O 6.17252 3.07673 -0.46279 -0.5 0.1 -0.1 -0.489
O 4.75017 3.98176 -1.97425 -0.2 0.0 0.2 -0.415
C 3.30012 4.00014 -2.05318 -0.1 0.4 0.5 0.122
C 2.75052 5.15514 -1.19769 -0.1 0.1 -0.2 -0.946
C 3.59556 6.45572 -1.22780 -0.5 0.1 -0.1 -0.742
C 4.17863 6.77395 0.13307 -0.2 0.2 0.4 0.197
N 5.32834 6.04631 0.49853 0.0 0.4 0.0 -0.221
O 3.67236 7.62622 0.83684 0.5 -0.2 -0.5 -0.605
H 4.86942 -0.48449 2.32910 0.0 -0.1 0.0 0.234
H 6.46115 -0.30044 2.48537 0.0 -0.1 0.0 0.251
H 5.68280 0.60990 0.38940 0.0 0.0 -0.2 -0.148
H 6.87624 -0.68414 0.22827 -0.1 0.1 0.0 0.365
H 4.35470 -1.97351 0.40994 0.1 -0.1 -0.2 0.459
H 5.36096 -1.90637 -1.03440 0.0 0.0 0.1 0.120
H 3.29104 0.17558 -0.25028 0.1 0.1 0.0 -0.175
H 3.01376 -1.16942 -1.34584 0.0 0.2 -0.1 -0.477
H 4.36271 -0.33046 -3.03167 0.3 0.1 0.0 0.482
H 5.37140 0.62828 -1.94110 0.0 0.0 0.0 0.534
H 2.64930 1.19923 -3.14852 0.0 0.2 0.0 0.547
H 4.12417 2.10204 -3.40718 0.1 0.0 0.1 0.456
H 1.52303 1.12011 -1.11012 0.2 0.0 -0.1 0.683
H 1.01842 2.46411 -2.09612 0.0 0.0 0.1 0.487
H 0.19136 3.55489 -0.24001 0.2 0.2 0.2 0.229
H 1.71006 3.31750 0.69773 0.0 0.1 0.0 0.198
H 2.93338 4.17994 -3.06420 0.7 -0.3 -0.2 0.657
H 1.76700 5.40715 -1.60501 0.0 -0.2 0.1 0.497
H 2.58561 4.86201 -0.16166 0.1 -0.1 -0.1 0.148
H 2.92974 7.29317 -1.44566 0.1 -0.1 0.0 0.384
H 4.36297 6.42252 -2.00021 0.1 -0.1 0.2 0.385
H 5.11318 5.13376 0.88553 0.1 -0.1 -0.3 0.150
H 5.86996 6.56014 1.18851 -0.2 -0.2 0.3 0.318
C 2.06755 -4.61583 -3.31425 0.0 0.1 -0.1 -0.635
C 3.35044 -5.41278 -3.52385 0.0 -0.1 0.0 -0.368
C 4.38651 -4.51233 -2.86485 0.0 0.1 0.0 -0.456
O 3.71284 -3.83504 -1.80495 0.0 0.0 -0.1 -0.305
C 2.29819 -4.02664 -1.92982 0.0 -0.1 0.1 -0.058
H 1.16012 -5.21551 -3.36758 0.0 0.0 0.0 0.359
H 1.99746 -3.81965 -4.06037 0.0 0.0 0.0 0.274
H 3.28896 -6.36733 -2.99635 0.0 0.0 0.0 0.298
H 3.57353 -5.61706 -4.57157 0.0 0.0 0.0 0.115
H 4.77044 -3.76620 -3.57277 0.0 0.0 0.0 0.207
H 5.23274 -5.06560 -2.45465 0.0 0.0 0.0 0.340
H 1.96056 -4.71045 -1.14874 -0.1 0.0 0.0 0.034
H 1.79879 -3.06624 -1.78789 0.0 0.0 0.0 0.212
C -2.02963 -7.11231 -0.09301 0.0 0.0 0.0 -0.548
C -0.97287 -8.18233 0.16935 0.0 0.0 0.0 -0.584
C 0.26080 -7.55808 -0.46801 0.0 0.0 0.0 -0.528
O 0.11207 -6.14451 -0.32502 0.1 -0.1 -0.1 -0.354
C -1.22028 -5.83425 0.08807 -0.1 0.0 0.1 -0.140
H -2.88361 -7.16377 0.58024 0.0 0.0 0.0 0.314
H -2.39599 -7.18904 -1.11974 0.0 0.0 0.0 0.297
H -0.82236 -8.30560 1.24369 0.0 0.0 0.0 0.267
H -1.21772 -9.15513 -0.25455 0.0 0.0 0.0 0.336
H 0.32264 -7.80290 -1.53499 0.0 0.0 0.0 0.291
H 1.19161 -7.86478 0.01080 0.0 0.0 0.0 0.283
H -1.20397 -5.52286 1.13656 -0.1 0.0 0.0 0.086
H -1.59110 -5.00332 -0.51416 0.0 0.0 0.0 0.263
C -3.48534 2.49606 3.44516 0.0 0.0 0.0 -0.663
C -4.59703 1.49549 3.75458 0.1 0.0 0.0 -0.225
C -5.69885 1.94369 2.80469 0.1 0.1 0.1 -0.031
O -5.03409 2.48424 1.65746 0.0 0.0 0.0 -0.418
C -3.64212 2.65789 1.93818 0.0 -0.1 0.0 -0.254
H -2.49138 2.15001 3.72341 0.0 0.0 0.0 0.375
H -3.67458 3.44258 3.95630 0.0 0.0 0.0 0.277
H -4.27090 0.48553 3.49360 0.0 0.0 0.0 -0.151
H -4.91143 1.49618 4.79724 0.0 0.0 0.0 0.450
H -6.31895 2.72704 3.25658 0.0 0.0 0.0 0.123
H -6.34888 1.12652 2.49561 0.0 0.0 0.0 0.127
H -3.07654 1.88697 1.40424 0.0 0.0 0.0 0.109
H -3.32353 3.63489 1.57193 0.0 0.0 0.0 0.261
C -4.69882 -2.78159 2.56843 -0.1 0.0 0.0 -0.261
C -4.15611 -3.10383 3.95908 0.1 0.1 0.0 -0.569
C -3.84103 -4.58721 3.82736 -0.1 0.0 0.0 -0.502
O -3.48034 -4.79936 2.46214 0.0 -0.1 -0.1 -0.356
C -3.81285 -3.64622 1.68611 0.1 0.0 0.0 -0.435
H -4.64488 -1.72520 2.30852 0.0 0.0 0.0 0.103
H -5.74051 -3.09874 2.48752 0.0 0.0 0.0 0.243
H -3.24139 -2.53698 4.14674 0.0 0.0 0.0 0.283
H -4.85828 -2.89325 4.76421 0.0 0.0 0.0 0.417
H -4.71826 -5.20035 4.06053 0.0 0.0 0.0 0.261
H -3.01644 -4.90830 4.46448 0.0 0.0 0.0 0.273
H -2.88898 -3.12173 1.41767 0.0 0.0 0.0 0.243
H -4.30653 -3.96714 0.76759 0.0 0.0 0.0 0.292
C -10.00868 1.09041 -0.49372 0.0 0.1 0.0 -0.371
C -8.61273 1.38681 -1.03979 0.0 -0.1 0.0 -0.598
C -7.78018 1.40649 0.23594 -0.1 0.0 0.0 -0.314
O -8.41188 0.48476 1.13593 0.0 0.0 0.0 -0.363
C -9.69800 0.11736 0.63430 0.0 0.0 0.0 -0.496
H -10.69267 0.67649 -1.23307 0.0 0.0 0.0 0.402
H -10.45522 2.00211 -0.09314 0.0 0.0 0.0 0.094
H -8.28449 0.57851 -1.69724 0.0 0.0 0.0 0.297
H -8.54851 2.32275 -1.59239 0.0 0.0 0.0 0.345
H -7.78106 2.40076 0.69367 0.0 0.0 0.0 0.208
H -6.74513 1.10482 0.08488 0.0 0.0 0.0 0.356
H -9.65539 -0.91492 0.26955 0.0 0.0 0.0 0.359
H -10.42334 0.16578 1.44886 0.0 0.0 0.0 0.151
C 9.25609 4.97005 3.85307 0.0 0.0 0.0 -0.564
C 9.27183 4.41149 2.43152 0.0 0.1 0.0 -0.598
C 7.83036 4.62903 1.99646 0.0 -0.1 0.0 -0.052
O 7.37677 5.80295 2.68901 0.1 0.0 0.0 -0.402
C 8.31762 6.15988 3.70518 0.0 0.0 0.0 -0.547
H 10.23918 5.25668 4.22332 0.0 0.0 0.0 0.355
H 8.83202 4.23637 4.54200 0.0 0.0 0.0 0.253
H 9.94736 4.99825 1.80547 0.0 0.0 0.0 0.300
H 9.57326 3.36718 2.37169 0.0 0.0 0.0 0.350
H 7.19522 3.78457 2.28595 0.0 0.0 0.0 0.154
H 7.72531 4.78404 0.92379 -0.1 0.0 0.0 0.179
H 8.85967 7.05646 3.38649 0.0 0.0 0.0 0.283
H 7.77400 6.39248 4.62128 0.0 0.0 0.0 0.275
C 4.90076 -5.14544 -7.76459 0.0 0.0 0.0 -0.613
C 6.08373 -4.82981 -6.85350 0.0 0.0 0.1 -0.185
C 6.28878 -3.34333 -7.11684 0.0 0.0 -0.1 -0.465
O 4.99884 -2.80929 -7.42460 0.0 0.0 0.0 -0.416
C 4.07221 -3.87318 -7.64255 0.0 0.0 0.1 -0.146
H 4.34810 -6.03787 -7.47358 0.0 0.0 0.0 0.347
H 5.24226 -5.27680 -8.79351 0.0 0.0 0.0 0.323
H 5.80532 -4.99515 -5.80966 0.0 0.0 0.0 -0.066
H 6.97195 -5.42288 -7.06510 0.0 0.0 0.0 0.364
H 6.94976 -3.18152 -7.97498 0.0 0.0 0.0 0.292
H 6.69909 -2.80824 -6.25991 0.0 0.0 0.0 0.283
H 3.39081 -3.92158 -6.78476 0.0 -0.1 0.0 0.021
H 3.48728 -3.66421 -8.53881 0.0 0.1 0.0 0.279
C -10.21304 3.23684 3.96049 0.0 0.0 0.0 -0.427
C -11.31783 2.23354 4.28570 0.0 0.0 0.0 -0.580
C -12.45620 2.73283 3.40452 0.0 0.0 0.0 -0.469
O -11.84434 3.31045 2.24980 0.0 0.0 0.0 -0.442
C -10.44144 3.46628 2.47349 0.1 -0.1 0.0 0.418
H -9.21069 2.87094 4.17827 0.0 0.0 0.0 0.202
H -10.36883 4.16390 4.51665 0.0 0.0 0.0 0.334
H -11.01375 1.22996 3.97964 0.0 0.0 0.0 0.212
H -11.58563 2.20166 5.34071 0.0 0.0 0.0 0.374
H -13.04601 3.50158 3.91540 0.0 0.0 0.0 0.309
H -13.13026 1.93712 3.08511 0.0 0.0 0.0 0.275
H -9.90810 2.71889 1.87825 0.1 0.0 0.1 -0.615
H -10.13349 4.45877 2.14156 -0.1 0.0 0.0 0.346
```
Positions in Å, forces in eV/Å.

Its HOMO energy is -0.3274 hartree. The LUMO energy comes out at 0.014 Ha. The total energy is -84813.7710 eV. The HOMO-LUMO gap is 9.295 eV.


3.
The following is a DFT calculation (ωB97M-V/def2-TZVPD) of a 9-piece molecular cluster, C8H35N5O10 overall.

XYZ file:
```
58
Properties=species:S:1:pos:R:3:forces:R:3:nbo_charge:R:1
C 25.84050 -3.23650 -3.54007 -1.0 0.1 -0.9 -0.258
O 26.62675 -2.15643 -3.30003 1.7 1.5 -0.6 -0.544
C 27.84234 -2.43572 -2.68746 0.4 0.8 0.8 -0.083
C 28.72075 -1.23438 -2.88621 2.4 1.2 -0.3 -0.244
N 29.23452 -0.98280 -4.27644 -0.3 -1.2 2.0 -0.669
C 28.21769 -0.58272 -5.17877 0.8 -1.2 -3.0 -0.227
C 28.90103 -0.39785 -6.60983 -0.4 1.3 1.6 -0.067
O 29.77819 0.76734 -6.52300 -0.6 -1.1 -1.3 -0.554
C 30.47932 0.94044 -7.76635 1.2 1.4 1.5 -0.278
H 26.34701 -4.03472 -4.08266 0.4 -0.7 0.9 0.175
H 25.21517 -2.89291 -4.36408 -1.2 0.0 0.6 0.184
H 25.38565 -3.37427 -2.55914 -0.8 -1.5 -0.5 0.185
H 28.32421 -3.37686 -2.95233 0.0 -0.1 -0.9 0.173
H 27.69772 -2.56877 -1.61532 -0.2 0.2 0.5 0.166
H 29.57608 -1.28329 -2.21233 0.5 -0.7 -0.2 0.206
H 28.32220 -0.32562 -2.43520 -1.1 0.1 -0.4 0.185
H 30.12109 -0.51260 -4.39050 -0.2 0.3 0.5 0.394
H 27.55230 0.23589 -4.90448 0.3 0.5 0.1 0.177
H 27.59481 -1.47290 -5.26659 -0.5 0.3 -0.4 0.189
H 28.12758 -0.27093 -7.36731 -0.1 0.3 -0.1 0.166
H 29.50681 -1.24755 -6.92469 0.0 -0.3 0.4 0.174
H 31.22655 1.71185 -7.58019 0.0 0.4 0.4 0.191
H 29.90996 1.41553 -8.56524 -0.5 -0.9 -0.2 0.180
H 31.16657 0.12400 -7.98818 -0.8 -0.7 -0.5 0.181
C 35.73083 -3.09691 -6.64465 -0.3 0.2 1.2 0.753
O 35.41627 -3.74988 -5.67753 0.4 -0.4 1.4 -0.667
N 35.15858 -3.26935 -7.80040 -1.6 -1.1 -2.6 -0.825
N 36.54470 -2.03618 -6.70229 2.5 1.9 0.9 -0.834
H 34.57936 -4.09663 -7.78522 -0.1 0.2 -1.0 0.421
H 35.52334 -2.76062 -8.59302 -0.7 -0.8 -0.2 0.385
H 37.25250 -1.93370 -5.98911 -0.2 -0.1 0.1 0.396
H 36.87852 -1.76015 -7.61469 0.0 0.0 0.3 0.372
C 25.89436 -4.14293 -9.19540 2.1 -2.4 -1.1 0.759
O 26.66011 -4.88443 -9.83343 -1.2 0.9 0.4 -0.672
N 24.90169 -3.40355 -9.68957 -1.2 1.2 -1.0 -0.834
N 25.95265 -4.02647 -7.86156 0.1 0.4 1.0 -0.851
H 24.36089 -2.89681 -9.00338 -0.4 -0.1 -0.8 0.377
H 24.57849 -3.50871 -10.64066 0.2 0.1 0.3 0.415
H 26.46609 -4.72398 -7.34199 -0.1 0.5 0.2 0.431
H 25.44228 -3.22399 -7.52148 0.5 -0.7 1.1 0.375
O 27.97062 -7.00384 -6.02975 -0.3 0.2 -0.1 -0.948
H 28.08336 -7.70725 -5.39041 0.0 -0.2 0.1 0.469
H 28.76490 -6.47592 -5.94828 0.4 0.2 -0.1 0.480
O 30.63501 -5.89756 -8.75470 0.3 -0.1 0.0 -0.947
H 30.53673 -5.07625 -8.27299 0.0 0.2 0.2 0.470
H 29.77141 -6.05733 -9.13538 -0.3 0.0 -0.1 0.478
O 33.69029 -0.24050 -3.85830 -0.1 0.3 0.0 -0.945
H 34.49601 -0.67944 -4.13101 0.2 -0.2 -0.1 0.471
H 33.21078 -0.90485 -3.36338 -0.2 -0.3 0.2 0.474
O 32.61776 -6.85195 -4.76304 0.2 -0.2 -0.1 -0.931
H 32.00091 -7.16769 -4.10271 -0.1 -0.1 0.1 0.461
H 32.48265 -5.90457 -4.78416 0.0 0.2 -0.1 0.471
O 30.54751 -4.03924 -5.38478 0.0 -0.6 -0.3 -0.966
H 29.91049 -3.41441 -5.03832 -0.2 0.5 0.2 0.485
H 31.39540 -3.70401 -5.09339 0.2 0.2 0.1 0.475
O 32.61458 -3.17670 -1.67728 -0.1 0.1 -0.3 -0.945
H 33.49683 -3.22075 -1.30859 0.3 0.0 0.0 0.475
H 32.03892 -3.41815 -0.95165 -0.2 -0.1 0.2 0.471
```
Positions in Å, forces in eV/Å.

Its HOMO energy is -0.3208 hartree. The LUMO energy comes out at 0.008 Ha. The total energy is -36787.8519 eV. The HOMO-LUMO gap is 8.947 eV. The calculation puts the energy above the lowest of the compared OMol25 structures with the same formula, charge and spin at 175.49 kJ/mol.


The records above yield F_max values of 1.24, 0.78, 3.40 eV/A, respectively.